This record from the OMol25 dataset describes C26H58N2O38S9 as an isolated structure at a distorted geometry. The level of theory is ωB97M-V with the def2-TZVPD basis set.

Summary:
**Kohn-Sham gap**: 9.021 eV
**Maximum force**: 3.2 eV/Å
**Charge**: 0
**Calculated total energy**: -7577.4883 a.u.

Geometry (Å):
C 4.83377 3.77618 0.40910
C 3.97963 2.66343 0.94335
C 4.47885 1.26019 0.53492
O 4.23193 1.07138 -0.83341
C 4.70959 -0.13256 -1.42899
N 3.64915 2.78714 2.32181
H 5.00447 3.71729 -0.67004
H 5.72650 3.95943 0.94897
H 4.32317 4.71147 0.50123
H 3.05550 2.81291 0.36994
H 3.81592 0.65164 1.15180
H 5.53554 1.15851 0.80239
H 4.41539 0.01879 -2.45832
H 4.17155 -1.00857 -1.05724
H 5.77598 -0.10878 -1.33538
H 2.80718 2.30558 2.55250
H 4.38381 2.59059 2.92347
C -0.80650 0.29841 1.88631
C -1.13269 0.63316 0.40514
C 0.03351 0.26051 -0.53263
O 0.00986 -1.17193 -0.62306
C 0.93599 -1.68762 -1.51085
N -2.29313 -0.04984 -0.04864
H -1.60876 0.67150 2.51847
H 0.09123 0.90856 2.14459
H -0.74399 -0.81258 2.02404
H -1.27946 1.71708 0.25654
H 1.05187 0.61043 -0.13117
H -0.17137 0.60001 -1.54748
H 0.57532 -2.67260 -1.62459
H 1.87803 -1.79430 -0.98984
H 1.00823 -1.07892 -2.38128
H -2.01561 -1.04633 -0.19003
H -3.07369 0.05445 0.55895
C -6.01057 -0.16515 3.47350
C -5.09442 1.07233 3.46300
O -3.80128 0.53957 3.61762
S -3.81046 -1.03459 3.96002
O -2.97458 -1.31079 5.09668
O -3.68431 -1.81199 2.76517
O -5.33826 -1.08790 4.39067
H -6.09939 -0.67380 2.53440
H -6.95294 0.06533 3.94291
H -5.27209 1.65621 4.40968
H -5.08555 1.64262 2.52803
C -0.95880 -3.78890 1.25940
C -1.00110 -4.26784 2.63466
O 0.29067 -3.90318 3.18094
S 1.36697 -4.06753 2.08767
O 2.09554 -5.31157 2.23294
O 1.94428 -2.74775 2.14062
O 0.41390 -4.16918 0.78550
H -0.92328 -2.71033 1.15882
H -1.76403 -4.17931 0.66897
H -1.06991 -5.35117 2.76133
H -1.78351 -3.77191 3.17723
C -2.60014 -0.86164 -2.77593
C -3.99501 -1.34342 -2.15804
O -4.80453 -1.73345 -3.24769
S -4.28866 -0.90246 -4.56870
O -5.04711 0.32258 -4.54055
O -4.17897 -1.80997 -5.66861
O -2.87890 -0.53279 -4.09717
H -1.83918 -1.61027 -2.70643
H -2.17430 0.03895 -2.32233
H -4.40776 -0.57178 -1.51785
H -3.88971 -2.26837 -1.57848
C 0.00214 -0.88495 5.28505
C 1.14071 -0.70307 6.36864
O 1.05016 0.69082 6.76563
S 0.48967 1.57958 5.56132
O 1.51546 1.74352 4.54560
O -0.22993 2.66287 6.15606
O -0.55469 0.38858 5.02310
H -0.79215 -1.59362 5.57258
H 0.40610 -1.30616 4.32917
H 2.10839 -0.95538 5.87546
H 0.95888 -1.24638 7.28670
C 2.26547 3.37532 -2.95274
C 1.64056 4.41812 -3.93108
O 0.69758 3.68403 -4.67931
S 0.37728 2.27378 -4.16164
O 1.17234 1.36358 -4.89602
O -1.02755 2.24778 -3.89743
O 1.13400 2.49103 -2.78782
H 2.46642 3.87440 -2.01319
H 3.08628 2.81138 -3.29941
H 2.31720 4.89030 -4.64751
H 1.07962 5.19919 -3.40360
C 1.97310 5.72677 1.31967
C 0.60721 5.97660 2.04421
O -0.38249 5.94917 1.08137
S 0.08332 4.86531 0.02742
O -0.59225 5.11971 -1.24127
O 0.15065 3.66034 0.74951
O 1.57765 5.44311 -0.01739
H 2.66268 5.01067 1.79140
H 2.39791 6.70857 1.14208
H 0.68093 6.94483 2.51021
H 0.50345 5.19077 2.81341
C -4.62759 3.11591 -2.51059
C -3.22917 3.09354 -1.75356
O -3.57511 3.45250 -0.39894
S -4.98872 2.81882 -0.09185
O -5.54030 3.67752 0.89918
O -4.77555 1.36788 0.06086
O -5.66389 3.04862 -1.46570
H -4.68714 2.18769 -3.14492
H -4.71113 4.04056 -3.14345
H -2.55944 3.88890 -2.03032
H -2.83777 2.07984 -1.84081
C 0.53071 -5.45846 -3.07689
C 0.18127 -4.51875 -4.24407
O -1.20924 -4.21097 -3.99476
S -1.91203 -5.25413 -2.98634
O -2.99882 -5.87534 -3.67825
O -2.11523 -4.50380 -1.78804
O -0.63298 -6.24452 -2.95131
H 0.72779 -4.90504 -2.19528
H 1.30847 -6.15700 -3.38695
H 0.20155 -5.04534 -5.22445
H 0.71548 -3.59058 -4.22949
C 4.12099 -4.18889 -0.17710
C 5.48325 -3.97993 -0.84509
O 5.21337 -3.31381 -2.15864
S 3.99730 -4.17914 -2.65919
O 4.53561 -5.44185 -3.04330
O 3.08504 -3.36011 -3.35917
O 3.30412 -4.54479 -1.24649
H 3.73672 -3.32103 0.32970
H 4.06474 -4.99891 0.54163
H 5.96039 -4.92345 -1.10858
H 6.19183 -3.38168 -0.39662